C5H8O2 | ωB97M-V with the def2-TZVPD basis set

Structure (ORCA input):
```
! wB97M-V def2-TZVPD RIJCOSX def2/J DEFGRID3
* xyz 0 1
O -1.579 1.145 0.310
C -1.521 -0.203 -0.121
C -0.065 -0.631 -0.185
C 0.818 -0.406 1.080
C 1.800 0.343 0.186
O 2.947 0.672 0.331
C 0.853 0.315 -1.009
H -2.490 1.450 0.230
H -2.084 -0.859 0.562
H -1.961 -0.311 -1.126
H -0.022 -1.667 -0.537
H 0.344 0.199 1.859
H 1.293 -1.280 1.537
H 0.386 1.291 -1.176
H 1.281 -0.059 -1.943
*
```

Computed properties:
**HOMO**: -9.37 eV
**Kohn-Sham gap**: 10.03 eV
**E**: -345.762405 a.u.
**ΔE to the lowest compared entry with this formula, charge and spin**: 26.70 kcal/mol
**SMILES string**: O=C1CC(CO)C1

C15H23Cl2PSc | ωB97M-V with the def2-TZVPD basis set

Structure (ORCA input):
```
! wB97M-V def2-TZVPD RIJCOSX def2/J DEFGRID3
* xyz -1 1
Sc -1.414 -1.381 -1.992
Cl -2.049 -1.951 -4.086
Cl -2.868 -2.159 -0.446
C -0.867 2.369 1.269
H -0.127 2.081 2.009
H -1.888 2.051 1.503
C -0.402 2.302 -0.172
C -0.688 3.648 0.632
H 0.648 1.985 -0.249
C -1.876 4.484 0.249
H 0.195 4.202 0.958
C -2.967 3.728 -0.526
H -2.329 4.923 1.153
H -1.543 5.338 -0.358
C -2.418 2.886 -1.676
H -3.546 3.090 0.153
H -3.663 4.457 -0.949
C -1.301 1.893 -1.303
H -3.248 2.339 -2.141
H -2.039 3.560 -2.453
H -1.770 0.892 -1.081
H -0.656 1.775 -2.191
C 2.364 -1.010 -1.338
P 0.832 -1.594 -0.493
C 0.362 -2.926 -1.721
C 1.533 -2.418 1.005
C 1.931 -3.766 0.971
C 2.487 -4.378 2.102
C 2.703 -3.642 3.270
C 2.331 -2.297 3.313
C 1.741 -1.684 2.202
H 2.128 -0.263 -2.112
H 2.858 -1.877 -1.802
H 3.039 -0.563 -0.593
H 0.833 -3.846 -1.370
H -0.719 -3.291 -1.737
H 0.698 -2.696 -2.743
H 1.826 -4.354 0.066
H 2.754 -5.433 2.059
H 3.163 -4.122 4.139
H 2.505 -1.720 4.226
H 1.446 -0.631 2.253
*
```

Computed properties:
**HOMO (spin up / spin down)**: -1.83 / 0.04 eV
**Kohn-Sham gap (spin up / spin down)**: 4.75 / 2.88 eV
**E**: -2607.842397 a.u.
**ΔE to the lowest compared entry with this formula, charge and spin**: 37.04 kcal/mol

C9H14O | ωB97M-V with the def2-TZVPD basis set

Structure (ORCA input):
```
! wB97M-V def2-TZVPD RIJCOSX def2/J DEFGRID3
* xyz 0 1
C -0.724 1.196 0.974
C -0.794 2.721 0.859
C -0.843 0.299 -0.244
C -0.885 -1.076 0.056
C -0.832 0.733 -1.554
C -0.726 -1.951 -0.992
C -0.862 -0.187 -2.599
C -0.694 -1.535 -2.325
H 0.152 0.779 1.471
H -1.564 0.939 1.636
H -1.384 3.202 1.624
H -0.941 -1.363 1.090
H -0.816 1.776 -1.808
H -0.784 -3.024 -0.854
H -1.028 0.120 -3.613
H -0.703 -2.270 -3.114
H -1.145 3.016 -0.134
H 0.223 3.135 0.843
C 2.690 -0.467 2.723
O 2.198 -0.404 1.399
H 2.868 -0.584 0.738
H 3.099 -1.452 2.937
H 3.440 0.299 2.945
H 1.829 -0.335 3.376
*
```

Computed properties:
**HOMO**: -8.64 eV
**Kohn-Sham gap**: 9.47 eV
**E**: -426.538943 a.u.
**ΔE to the lowest compared entry with this formula, charge and spin**: 21.24 kcal/mol
**SMILES string**: CCc1ccccc1.CO

C5H8O2 | ωB97M-V with the def2-TZVPD basis set

Structure (ORCA input):
```
! wB97M-V def2-TZVPD RIJCOSX def2/J DEFGRID3
* xyz 1 2
O 0.022 -1.927 -1.281
C -0.814 -1.865 -0.356
C -1.260 -0.500 0.209
C -0.569 0.831 -0.308
C 0.802 1.287 0.461
C 1.877 0.255 0.126
O 3.033 0.219 0.746
H -1.565 -2.668 -0.147
H -1.080 -0.626 1.293
H -2.490 -0.519 0.114
H -1.360 1.691 -0.315
H -0.139 0.370 -1.232
H 0.637 1.412 1.444
H 1.179 2.290 0.096
H 1.728 -0.250 -0.850
*
```

Computed properties:
**HOMO (spin up / spin down)**: -14.47 / -14.33 eV
**Kohn-Sham gap (spin up / spin down)**: 7.65 / 4.75 eV
**E**: -345.341978 a.u.
**ΔE to the lowest compared entry with this formula, charge and spin**: 58.37 kcal/mol

C5H12N | ωB97M-V with the def2-TZVPD basis set

Structure (ORCA input):
```
! wB97M-V def2-TZVPD RIJCOSX def2/J DEFGRID3
* xyz 2 2
C 0.089 -1.322 -0.894
C 0.099 -0.854 0.566
C 0.234 0.635 0.814
C -0.882 1.479 0.991
C 1.589 1.196 0.930
N -1.107 -0.839 -1.685
H 0.013 -2.399 -0.857
H 0.956 -1.091 -1.517
H -0.859 -1.154 0.995
H 0.912 -1.336 1.097
H -1.834 1.119 1.393
H -0.782 2.555 0.855
H 2.343 0.651 0.352
H 1.859 1.284 1.996
H 1.613 2.236 0.559
H -1.094 -1.108 -2.674
H -1.167 0.179 -1.603
H -1.982 -1.232 -1.319
*
```

Computed properties:
**HOMO (spin up / spin down)**: -20.34 / -21.74 eV
**Kohn-Sham gap (spin up / spin down)**: 11.03 / 9.16 eV
**E**: -251.713359 a.u.
**ΔE to the lowest compared entry with this formula, charge and spin**: 4.48 kcal/mol

C21H40F7N3O9PPtS | ωB97M-V with the def2-TZVPD basis set

Structure (ORCA input):
```
! wB97M-V def2-TZVPD RIJCOSX def2/J DEFGRID3
* xyz 1 1
C 1.338 -2.843 4.300
O 0.902 -1.515 4.580
C 1.786 -0.485 4.230
C 0.995 0.687 3.684
C -0.018 0.291 2.689
P 0.747 0.020 0.630
C 1.789 -0.295 -0.956
C 3.173 0.284 -1.138
C 4.226 -0.291 -0.171
C 5.209 -1.224 -0.865
N 6.127 -0.462 -1.710
C 6.644 -1.193 -2.812
N 7.540 -2.053 -2.606
N 6.101 -0.924 -4.111
S 1.092 2.263 0.783
O 2.509 2.325 1.058
O 0.183 2.857 1.730
C 0.677 3.174 -0.831
F -0.593 3.532 -0.747
F 0.839 2.356 -1.876
C 1.595 4.414 -1.002
F 1.571 5.126 0.128
F 2.840 3.980 -1.256
C 1.168 5.339 -2.177
F 1.277 4.722 -3.343
F 2.066 6.358 -2.174
F -0.037 5.835 -2.013
O 0.245 -1.558 0.886
C -0.964 -1.898 0.228
C -1.758 -2.983 0.953
C -1.773 -4.300 0.174
C -2.817 -4.289 -0.924
O -2.492 -3.293 -1.898
C -1.699 -0.569 -0.183
C -2.952 -0.144 0.582
O -3.967 -0.026 -0.384
C -5.205 0.432 0.101
O -5.600 1.437 -0.777
C -6.846 2.025 -0.457
C -8.000 1.427 -1.259
O -7.794 0.026 -1.419
O -0.716 0.448 -0.042
H 0.861 -3.210 3.389
H 1.059 -3.474 5.141
H 2.422 -2.889 4.186
H 2.525 -0.814 3.484
H 2.367 -0.143 5.093
H 0.375 1.151 4.472
H 1.668 1.473 3.340
H -0.415 -0.697 2.911
H -0.816 0.998 2.462
H 1.943 -0.167 1.430
H 1.852 -1.387 -0.918
H 1.094 -0.011 -1.744
H 3.181 1.367 -1.147
H 3.461 -0.010 -2.158
H 3.739 -0.860 0.625
H 4.793 0.537 0.257
H 5.784 -1.781 -0.127
H 4.634 -1.947 -1.464
H 5.699 0.394 -2.037
H 7.798 -2.499 -3.484
H 5.767 0.029 -4.190
H 5.314 -1.536 -4.296
H -0.675 -2.329 -0.734
H -1.367 -3.125 1.963
H -2.796 -2.680 1.080
H -2.028 -5.124 0.844
H -0.785 -4.499 -0.248
H -3.801 -4.081 -0.494
H -2.875 -5.270 -1.403
H -3.287 -2.799 -2.120
H -1.961 -0.675 -1.234
H -2.755 0.825 1.059
H -3.242 -0.845 1.367
H -5.925 -0.392 0.106
H -5.101 0.834 1.121
H -7.062 1.947 0.615
H -6.766 3.087 -0.692
H -8.082 1.912 -2.234
H -8.921 1.605 -0.698
H -8.631 -0.426 -1.291
Pt 1.549 8.497 -1.833
*
```

Computed properties:
**HOMO**: -9.36 eV
**Kohn-Sham gap**: 1.98 eV
**E**: -3222.884535 a.u.

Among the records above, which one has the lowest E? C21H40F7N3O9PPtS

Which value of E does entry 3 give? -426.538943 a.u.